Entry 1:
# C4H6O2

A single C4H6O2 molecule (ωB97M-V/def2-TZVPD, the OMol25 dataset).

## Properties
- M (g/mol) = 86.09
- strongest force on any atom (Eh/bohr) = 0.0197
- LUMO (eV) = 0.2043
- energy relative to the best compared isomer or geometry (same formula, charge and spin) (kJ/mol) = 391.7
- HOMO (Eh) = -0.34542
- SMILES string = C=C=C(O)CO

Each line ends with the Löwdin charge.
Element x y z (Å)
H 0.57 -1.61 0.76  0.1012
O -0.43 -0.19 -2.36  -0.0485
C -0.06 0.84 1.00  -0.0082
H 0.88 1.31 -1.70  0.1225
C 0.16 0.09 -0.06  -0.3459
H -1.52 0.22 2.34  0.0811
O -0.14 -1.26 0.21  -0.0149
H 0.25 0.02 2.88  0.0759
H 1.44 -0.38 -1.64  0.1257
C -0.47 0.42 2.17  0.0391
C 0.58 0.28 -1.48  -0.2220
H -1.25 0.27 -2.13  0.0939

Entry 2:
# C4H6O2

A single C4H6O2 molecule (ωB97M-V/def2-TZVPD, the OMol25 dataset).

## Properties
- M (g/mol) = 86.09
- strongest force on any atom (Eh/bohr) = 0.0110
- LUMO (eV) = 0.6560
- energy relative to the best compared isomer or geometry (same formula, charge and spin) (kJ/mol) = 414.6
- HOMO (Eh) = -0.29909

Each line ends with the Löwdin charge.
Element x y z (Å)
H -2.19 -1.16 0.04  0.1204
C -0.15 -0.76 -0.34  -0.1352
C -1.43 -0.42 -0.19  -0.1962
H 0.15 -1.78 -0.14  0.1066
C 0.90 0.23 -0.68  -0.1725
H 2.17 0.47 2.30  0.0181
O 1.75 0.57 0.47  -0.1454
C 1.42 0.04 1.60  0.0510
H 0.47 1.18 -1.02  0.1217
H 1.58 -0.14 -1.45  0.1229
H -2.81 0.90 -0.31  0.1019
O -1.85 0.87 -0.29  0.0067

Entry 3:
# C4H6O2

A single C4H6O2 molecule (ωB97M-V/def2-TZVPD, the OMol25 dataset).

## Properties
- M (g/mol) = 86.09
- strongest force on any atom (Eh/bohr) = 0.0054
- LUMO (eV) = 0.9778
- energy relative to the best compared isomer or geometry (same formula, charge and spin) (kJ/mol) = 118.0
- HOMO (Eh) = -0.32157
- SMILES string = O[C@H]1CC=CO1

Each line ends with the Löwdin charge.
Element x y z (Å)
C 0.36 0.85 -0.32  -0.1102
H 0.41 1.90 -0.03  0.1185
O -0.27 -1.29 0.40  -0.0275
H -1.58 0.99 -1.59  0.0982
H -0.20 0.31 1.70  0.1629
H 2.12 -0.89 0.74  0.1087
H 1.21 0.62 -0.99  0.1239
O 1.62 -0.43 1.43  0.0368
C -0.95 0.41 -0.93  -0.0755
C 0.40 -0.10 0.89  -0.4115
C -1.17 -0.83 -0.52  -0.1475
H -1.95 -1.53 -0.80  0.1232

Entry 4:
# C4H6O2

A molecular structure, C4H6O2 (ωB97M-V/def2-TZVPD, the OMol25 dataset).

## Properties
- M (g/mol) = 86.09
- strongest force on any atom (Eh/bohr) = 0.0128
- LUMO (eV) = 0.1598
- energy relative to the best compared isomer or geometry (same formula, charge and spin) (kJ/mol) = 519.6
- HOMO (Eh) = -0.29132

Each line ends with the Löwdin charge.
Element x y z (Å)
H -1.31 -0.66 1.45  0.1104
O -0.90 1.89 -0.23  0.1198
C 0.98 0.21 -0.23  0.0339
H 1.86 0.65 -0.70  0.1416
C 0.44 -1.24 -0.06  -0.5092
H 0.93 -1.89 0.69  0.1339
H 0.75 0.77 0.96  0.2375
H -0.32 2.46 -0.76  0.1368
C -0.28 0.75 0.08  -0.3684
O 0.48 -1.56 -1.33  -0.1489
H -1.70 -0.82 -0.30  0.1298
C -0.93 -0.56 0.43  -0.0173

Entry 5:
# C4H6O2

2 unconnected molecules or ions with the total composition C4H6O2 (ωB97M-V/def2-TZVPD, the OMol25 dataset).

## Properties
- M (g/mol) = 86.09
- strongest force on any atom (Eh/bohr) = 0.0752
- LUMO (eV) = 0.8937
- energy relative to the best compared isomer or geometry (same formula, charge and spin) (kJ/mol) = 374.3
- HOMO (Eh) = -0.35502

Each line ends with the Löwdin charge.
Element x y z (Å)
C -0.94 0.28 0.79  -0.0633
O 0.05 1.29 -1.43  0.0379
H -1.84 0.90 0.91  0.1135
C -0.01 0.36 -0.40  -0.4953
C 1.48 -0.14 0.10  -0.1484
H -0.09 -1.71 0.11  0.0836
H 0.73 1.93 -1.16  0.1086
H 1.12 -1.50 0.45  0.1774
H -0.43 0.08 1.73  0.0971
H -1.67 -1.20 -0.88  0.1148
O 2.46 0.54 0.03  0.0872
C -0.86 -0.83 -0.25  -0.1129

Entry 6:
# C4H6O2

A single C4H6O2 molecule (ωB97M-V/def2-TZVPD, the OMol25 dataset).

## Properties
- M (g/mol) = 86.09
- strongest force on any atom (Eh/bohr) = 0.0070
- LUMO (eV) = 1.1219
- energy relative to the best compared isomer or geometry (same formula, charge and spin) (kJ/mol) = 213.4
- HOMO (Eh) = -0.36046
- SMILES string = C1O[C@H]2C[C@H]2O1

Each line ends with the Löwdin charge.
Element x y z (Å)
O 0.84 0.96 -0.58  -0.0444
H -0.86 1.09 1.51  0.1208
C -0.49 0.49 -0.62  -0.2440
O 0.81 -0.87 0.74  -0.0445
C 1.58 -0.19 -0.22  -0.2069
H -0.99 0.62 -1.57  0.1496
H 2.53 0.10 0.21  0.1389
H -2.33 0.46 0.59  0.1100
C -0.51 -0.73 0.26  -0.2469
C -1.25 0.51 0.68  -0.0195
H 1.71 -0.83 -1.11  0.1376
H -1.03 -1.67 0.09  0.1491

Entry 7:
# C4H6O2

A single C4H6O2 molecule (ωB97M-V/def2-TZVPD, the OMol25 dataset).

## Properties
- M (g/mol) = 86.09
- strongest force on any atom (Eh/bohr) = 0.1030
- LUMO (eV) = -0.1915
- energy relative to the best compared isomer or geometry (same formula, charge and spin) (kJ/mol) = 353.1
- HOMO (Eh) = -0.31181
- SMILES string = CC(=C=O)CO

Each line ends with the Löwdin charge.
Element x y z (Å)
H 0.39 0.20 -1.94  0.1260
H 1.54 -0.74 0.56  0.1894
H -2.13 0.41 -0.44  0.0914
O 1.48 -0.93 -0.60  -0.1510
C -1.45 -0.32 0.00  -0.0432
H -1.88 -0.64 0.95  0.0868
O 0.61 0.99 2.44  0.1427
C -0.13 0.36 0.18  -0.2326
C 0.87 0.29 -0.96  -0.2481
C 0.50 0.43 1.40  -0.1671
H -1.37 -1.18 -0.67  0.0885
H 1.58 1.13 -0.92  0.1172

Entry 8:
# C4H6O2

A single C4H6O2 molecule (ωB97M-V/def2-TZVPD, the OMol25 dataset).

## Properties
- M (g/mol) = 86.09
- strongest force on any atom (Eh/bohr) = 0.0268
- LUMO (eV) = 0.3210
- energy relative to the best compared isomer or geometry (same formula, charge and spin) (kJ/mol) = 415.3
- HOMO (Eh) = -0.32236

Each line ends with the Löwdin charge.
Element x y z (Å)
O -1.21 0.02 -0.97  -0.1031
H 0.57 0.59 -1.60  0.1167
H 0.49 -1.54 0.62  0.1224
O -0.83 0.33 1.84  -0.0187
H 0.75 1.40 1.15  0.1425
C 0.17 -0.36 -1.24  -0.1680
H 1.85 -0.49 0.13  0.1158
H 0.20 -1.08 -2.05  0.1294
C 0.76 -0.58 0.14  -0.0980
C -1.01 1.12 -0.25  0.0620
C 0.06 0.64 0.78  -0.3947
H -1.56 -0.17 1.45  0.0937

Entry 9:
# C4H6O2

A single C4H6O2 molecule (ωB97M-V/def2-TZVPD, the OMol25 dataset).

## Properties
- M (g/mol) = 86.09
- strongest force on any atom (Eh/bohr) = 0.0261
- LUMO (alpha / beta) (eV) = -0.4538 / -0.5129
- energy relative to the best compared isomer or geometry (same formula, charge and spin) (kJ/mol) = 482.3
- HOMO (alpha / beta) (Eh) = -0.30990 / -0.31455

Each line ends with the Löwdin charge.
Element x y z (Å)
C 0.96 -0.41 0.39  -0.1161
H -0.05 2.15 -1.05  0.1168
C -0.50 -0.06 -1.16  0.0425
H -0.93 1.44 0.34  0.1180
H 0.40 -1.67 2.14  0.1216
H -1.59 -0.20 -1.36  0.0864
O 1.07 0.93 0.14  -0.1114
C -0.04 -1.12 1.28  -0.2372
C -0.18 1.24 -0.45  -0.2481
H 0.08 -0.32 -2.03  0.0597
O -1.22 -1.24 1.01  0.0366
H 1.99 -0.74 0.73  0.1312

Entry 10:
# C4H6O2

A molecular structure, C4H6O2 (ωB97M-V/def2-TZVPD, the OMol25 dataset).

## Properties
- M (g/mol) = 86.09
- strongest force on any atom (Eh/bohr) = 0.0137
- LUMO (eV) = 0.1985
- energy relative to the best compared isomer or geometry (same formula, charge and spin) (kJ/mol) = 591.1
- HOMO (Eh) = -0.28596

Each line ends with the Löwdin charge.
Element x y z (Å)
H -1.16 1.91 -0.67  0.0294
C 1.09 0.60 -0.12  -0.4918
H -0.05 -1.16 1.53  0.1147
H 0.54 -0.98 -1.51  0.1313
H -1.26 -1.32 0.19  0.0867
C -1.29 0.92 -0.19  -0.0108
C 0.83 -0.85 -0.47  -0.0777
O 0.03 0.84 0.75  -0.1350
C -0.32 -0.91 0.50  0.0154
H 1.68 -1.49 -0.22  0.1310
H -2.04 1.04 0.60  0.0304
O 1.94 1.39 -0.39  0.1764

Entry 11:
# C4H6O2

A single C4H6O2 molecule (ωB97M-V/def2-TZVPD, the OMol25 dataset).

## Properties
- M (g/mol) = 86.09
- strongest force on any atom (Eh/bohr) = 0.0681
- LUMO (eV) = -0.1732
- energy relative to the best compared isomer or geometry (same formula, charge and spin) (kJ/mol) = 227.7
- HOMO (Eh) = -0.37037
- SMILES string = O=C/C=C\CO

Each line ends with the Löwdin charge.
Element x y z (Å)
C -1.27 -0.50 0.09  -0.0780
H 1.66 -0.34 0.37  0.1528
H 2.19 0.37 -2.10  0.1013
C -0.31 -0.03 -0.74  -0.0530
H -1.95 -1.10 2.13  0.1083
H -0.65 0.11 -1.76  0.1065
O 1.77 1.09 -1.53  -0.1351
O -0.28 0.05 2.25  -0.0085
C -1.16 -0.56 1.58  -0.2166
C 1.09 0.42 -0.33  -0.1986
H 1.13 1.31 0.36  0.1266
H -2.22 -0.81 -0.32  0.0941

Entry 12:
# C4H6O2Rb

A molecular structure, C4H6O2Rb (ωB97M-V/def2-TZVPD, the OMol25 dataset).

## Properties
- M (g/mol) = 171.56
- strongest force on any atom (Eh/bohr) = 0.0416
- LUMO (alpha / beta) (eV) = 1.8523 / 1.8526
- energy relative to the best compared isomer or geometry (same formula, charge and spin) (kJ/mol) = 0.0
- HOMO (alpha / beta) (Eh) = -0.05640 / -0.05638
- charge = -1

Each line ends with the Löwdin charge.
Element x y z (Å)
H -0.79 -0.16 3.29  0.0668
C 1.27 -0.15 0.64  -0.1974
H 2.61 -0.83 -0.74  0.0758
H 3.08 -1.36 0.97  0.0785
C 2.69 -0.53 0.35  -0.4302
H 4.10 0.56 -0.34  0.0504
H 0.04 1.38 3.11  0.0793
C -0.35 0.52 2.51  -0.5341
Rb -1.69 0.79 -0.72  0.7991
O -1.30 0.93 1.60  -0.6968
C 0.86 -0.19 1.93  -0.2373
H 1.44 -0.75 2.70  0.0674
O 3.59 0.57 0.48  -0.1216

Entry 13:
# C4H6O2Rb

A molecular structure, C4H6O2Rb (ωB97M-V/def2-TZVPD, the OMol25 dataset).

## Properties
- M (g/mol) = 171.56
- strongest force on any atom (Eh/bohr) = 0.1349
- LUMO (alpha / beta) (eV) = -4.0431 / -4.0432
- energy relative to the best compared isomer or geometry (same formula, charge and spin) (kJ/mol) = 664.3
- HOMO (alpha / beta) (Eh) = -0.38546 / -0.38550
- charge = +1

Each line ends with the Löwdin charge.
Element x y z (Å)
H -1.40 1.19 0.98  0.0901
O -0.64 -1.29 0.35  -0.0784
Rb -2.92 -1.68 2.53  0.9636
H -0.39 0.66 -1.42  0.2316
H 1.83 -1.92 0.41  0.1240
C 0.52 -1.12 -0.80  -0.1741
C -0.58 -0.20 -0.49  -0.4481
C 0.50 1.79 0.19  0.0431
C -0.74 1.14 0.11  -0.1272
H 0.97 2.21 -0.70  0.0799
O 1.77 -1.52 -0.47  0.0777
H 0.30 -1.57 -1.78  0.1565
H 0.77 2.31 1.11  0.0613

Entry 14:
# C4H6O2S2

A single C4H6O2S2 molecule (ωB97M-V/def2-TZVPD, the OMol25 dataset).

## Properties
- M (g/mol) = 150.22
- strongest force on any atom (Eh/bohr) = 0.0876
- LUMO (alpha / beta) (eV) = -1.1488 / -1.1489
- energy relative to the best compared isomer or geometry (same formula, charge and spin) (kJ/mol) = 572.7
- HOMO (alpha / beta) (Eh) = -0.34277 / -0.34275

Each line ends with the Löwdin charge.
Element x y z (Å)
O -2.07 -2.11 -1.95  -0.4934
C -0.61 0.46 0.86  -0.3353
O 1.86 0.54 -2.95  -0.5353
H -0.44 -1.69 0.52  0.1103
C 0.71 0.87 1.40  -0.1349
C -0.77 -0.76 0.04  -0.2860
S -1.64 -0.77 -1.66  0.9177
H 1.49 1.17 0.62  0.0624
H -1.02 1.32 0.41  0.0966
H 1.06 -0.02 1.89  0.0711
H -1.06 0.25 1.85  0.1247
S 1.64 -0.11 -1.65  0.9151
C 0.13 -0.71 -1.57  -0.5863
H 0.71 1.57 2.21  0.0732

Entry 15:
# C4H6O2V

A molecular structure, C4H6O2V (ωB97M-V/def2-TZVPD, the OMol25 dataset).

## Properties
- M (g/mol) = 137.03
- multiplicity = 4
- strongest force on any atom (Eh/bohr) = 0.0397
- LUMO (alpha / beta) (eV) = -11.2668 / -11.4918
- energy relative to the best compared isomer or geometry (same formula, charge and spin) (kJ/mol) = 245.4
- HOMO (alpha / beta) (Eh) = -0.72002 / -0.72000
- ⟨S²⟩ = 3.775
- charge = +2

Each line ends with the Löwdin charge.
Element x y z (Å)
H -0.76 -2.01 1.73  0.1044
H 1.06 2.34 -1.85  0.1219
H 1.01 -0.90 -0.54  0.1540
C 0.08 2.47 -1.37  0.0554
V -0.94 3.80 -0.17  1.3818
C 0.08 -0.99 0.03  -0.1117
O -0.22 0.37 0.57  0.1171
C 0.19 -1.93 1.19  -0.0303
O -0.76 1.27 -1.46  0.0959
H -0.75 -1.23 -0.64  0.1463
C -0.43 1.35 -0.16  -0.2549
H 0.98 -1.61 1.89  0.1039
H 0.46 -2.92 0.80  0.1162

Entry 16:
# C4H6O3S

A single C4H6O3S molecule (ωB97M-V/def2-TZVPD, the OMol25 dataset).

## Properties
- M (g/mol) = 134.16
- strongest force on any atom (Eh/bohr) = 0.0898
- LUMO (eV) = -0.3518
- energy relative to the best compared isomer or geometry (same formula, charge and spin) (kJ/mol) = 133.9
- HOMO (Eh) = -0.33357
- SMILES string = C[C@@H](C(=O)O)C(O)=S

Each line ends with the Löwdin charge.
Element x y z (Å)
H -0.23 1.17 0.83  0.1352
H 1.38 -0.39 1.82  0.0690
C 1.44 -0.18 0.78  -0.0691
O -2.32 -0.12 0.52  -0.1000
H -2.08 0.88 0.07  0.1890
C -0.19 0.45 -1.11  -0.5048
O -1.23 0.75 -1.63  0.0964
H 1.65 -1.03 0.16  0.0770
H 0.56 0.56 -2.75  0.1929
C -1.08 -0.82 0.72  -0.7065
H 2.16 0.55 0.35  0.1043
S -0.97 -2.22 1.66  0.6908
C 0.04 0.23 0.43  -0.2816
O 0.87 0.17 -1.84  0.1074

Entry 17:
# C4H6O3Yb

A molecular structure, C4H6O3Yb (ωB97M-V/def2-TZVPD, the OMol25 dataset).

## Properties
- M (g/mol) = 275.13
- multiplicity = 2
- strongest force on any atom (Eh/bohr) = 0.0889
- LUMO (alpha / beta) (eV) = -3.1735 / -4.2693
- HOMO (alpha / beta) (Eh) = -0.35692 / -0.47565
- ⟨S²⟩ = 0.751
- charge = +1

Each line ends with the Löwdin charge.
Element x y z (Å)
H 1.61 -0.84 -2.71  0.1089
C -1.82 1.54 1.53  0.0830
H -1.36 -0.01 2.45  0.1471
Yb -2.17 -2.41 0.23  1.0911
H -2.80 1.45 2.00  0.0839
O 1.31 0.31 -1.00  0.0582
H 2.34 -1.48 -1.19  0.1102
C 2.13 -0.58 -1.78  0.0182
H 3.04 -0.02 -1.98  0.1119
H -1.65 2.41 0.89  0.0927
C 0.39 -0.20 -0.25  -0.5939
O -0.25 -1.21 -0.50  -0.1468
C -1.00 0.49 1.46  -0.2643
O 0.22 0.55 0.84  0.0998

Entry 18:
# C4H6O4

A single C4H6O4 molecule (ωB97M-V/def2-TZVPD, the OMol25 dataset).

## Properties
- M (g/mol) = 118.09
- strongest force on any atom (Eh/bohr) = 0.0370
- LUMO (eV) = 0.5573
- energy relative to the best compared isomer or geometry (same formula, charge and spin) (kJ/mol) = 238.2
- HOMO (Eh) = -0.35586
- SMILES string = C[C@]1(O)O[C@H](O)C1=O

Each line ends with the Löwdin charge.
Element x y z (Å)
O 2.62 1.02 -0.20  0.0466
C -1.64 -0.06 -0.76  0.0386
O 0.29 1.02 0.31  0.0099
C 0.70 -1.01 -0.09  -0.1981
H -1.40 -0.63 -1.66  0.0893
C 1.54 0.31 0.34  -0.2589
O 0.92 -2.09 -0.53  0.1769
H -1.77 0.99 -1.04  0.0886
H 1.83 0.13 1.39  0.1604
H -2.57 -0.44 -0.35  0.0880
O -0.96 -0.52 1.54  0.0639
H -1.48 0.21 1.90  0.1213
C -0.52 -0.16 0.27  -0.5316
H 2.44 1.24 -1.13  0.1052

Entry 19:
# C4H6O4Rb

A molecular structure, C4H6O4Rb (ωB97M-V/def2-TZVPD, the OMol25 dataset).

## Properties
- M (g/mol) = 203.56
- multiplicity = 2
- strongest force on any atom (Eh/bohr) = 0.0644
- LUMO (alpha / beta) (eV) = -0.2893 / -4.2850
- HOMO (alpha / beta) (Eh) = -0.27647 / -0.27646
- ⟨S²⟩ = 0.755

Each line ends with the Löwdin charge.
Element x y z (Å)
C -0.43 2.40 -1.67  -0.8004
H 0.34 -3.30 3.22  0.0957
O -0.80 -2.87 0.50  -0.0172
Rb -0.98 -0.91 -1.67  1.0288
H 0.00 4.40 -2.43  0.0652
C 0.15 -3.42 1.06  -0.6217
H -1.30 4.27 -1.22  0.0670
H 1.85 -3.00 2.37  0.0915
C -0.30 3.94 -1.49  -0.0200
O 0.15 1.66 -0.85  -0.1951
H 0.44 4.20 -0.73  0.0636
H 0.56 -1.80 2.53  0.1018
C 0.77 -2.85 2.32  0.0333
O -1.04 1.86 -2.63  -0.1834
O 0.58 -4.56 0.69  0.2908

Entry 20:
# C4H6OS

A single C4H6OS molecule (ωB97M-V/def2-TZVPD, the OMol25 dataset).

## Properties
- M (g/mol) = 102.16
- strongest force on any atom (Eh/bohr) = 0.0754
- LUMO (eV) = 0.9858
- energy relative to the best compared isomer or geometry (same formula, charge and spin) (kJ/mol) = 202.9
- HOMO (Eh) = -0.32201
- SMILES string = C1O[C@H]2C[C@H]2S1

Each line ends with the Löwdin charge.
Element x y z (Å)
C -1.41 0.34 -0.02  -0.5523
H 2.32 -1.23 -0.86  0.0994
H 0.12 -2.20 -0.69  0.1585
O -0.94 -0.37 -1.04  -0.1245
S -0.01 1.09 0.84  0.8996
C 1.52 -0.54 -0.71  -0.1239
H 1.65 0.36 -1.23  0.0880
C 0.82 -0.53 0.65  -0.4400
H 1.19 -1.17 1.47  0.1155
C 0.17 -1.10 -0.60  -0.3395
H -1.99 -0.29 0.76  0.1146
H -2.15 1.02 -0.49  0.1044